[1]
CH3ClN2 | wB97M-V/def2-TZVPD

Total charge = 0

Structure (XYZ):
```
7
Properties=species:S:1:pos:R:3:forces:R:3:nbo_charge:R:1
C -0.479 0.355 0.870 2.6542 0.3955 -1.6956 -0.5431
N 0.418 -1.100 -2.046 -0.6750 -0.3899 0.4132 -0.0123
N 1.250 -0.641 -2.569 0.6983 0.3729 -0.4442 0.0136
Cl 0.911 0.131 2.062 -0.9959 0.1703 -0.9967 -0.0981
H -0.694 -0.565 0.371 -0.5614 -0.9157 0.6221 0.2189
H -0.160 0.945 -0.031 0.2231 0.0124 1.2439 0.2077
H -1.247 0.874 1.344 -1.3433 0.3545 0.8573 0.2133
```
Forces are in eV/Å.

***

[2]
CH3ClN2O2 | wB97M-V/def2-TZVPD

Total charge = 0

Structure (XYZ):
```
9
Properties=species:S:1:pos:R:3:forces:R:3:nbo_charge:R:1
C 0.060 0.023 0.064 2.0263 -2.5302 -4.7191 -0.2842
N 2.057 -0.195 -0.564 -4.2470 0.9101 0.4169 -0.3643
N 2.668 0.892 0.043 3.3571 -1.2900 0.6358 0.5911
O 2.085 1.914 0.090 -2.3349 2.0030 -0.2375 -0.3793
O 3.834 0.782 0.392 -0.0422 -0.7270 -0.0305 -0.4048
Cl 2.632 -1.718 -0.128 0.2272 0.0674 0.2759 0.1733
H -0.021 -1.079 -0.234 -0.2494 1.5765 1.2727 0.2144
H 0.128 0.325 1.084 0.0043 0.3071 0.3326 0.2168
H -0.456 0.592 -0.802 1.2586 -0.3170 2.0532 0.2371
```
Forces are in eV/Å.

***

[3]
CH3ClN2O2 | wB97M-V/def2-TZVPD

Total charge = 0

Structure (XYZ):
```
9
Properties=species:S:1:pos:R:3:forces:R:3:nbo_charge:R:1
C 1.291 0.642 -0.415 -2.4902 -1.8814 0.1926 -0.2676
N -0.963 0.024 0.527 -1.2124 1.0842 1.5114 -0.0330
N -0.237 -0.492 -0.313 3.5574 2.3913 -0.6091 0.3103
O -0.252 -1.463 -1.020 -0.6075 -1.0972 -0.3456 -0.4210
O -2.154 -0.665 0.773 0.3079 -0.6066 -0.6454 -0.5532
Cl 2.544 -0.138 0.455 0.0867 -0.0132 0.0069 0.0420
H 1.464 0.669 -1.483 -0.0561 -0.0528 -0.0178 0.2182
H 0.925 1.544 0.051 0.0098 0.0696 0.0536 0.2210
H -2.619 -0.122 1.425 0.4044 0.1060 -0.1465 0.4834
```
Forces are in eV/Å.

***

[4]
CH3ClN3O | wB97M-V/def2-TZVPD

Total charge = +1

Structure (XYZ):
```
9
Properties=species:S:1:pos:R:3:forces:R:3:nbo_charge:R:1
C 1.101 -0.319 -0.155 4.3289 -4.0863 -0.3587 0.5407
N -1.471 1.652 0.332 -1.3541 2.1575 0.2119 -0.2003
N -0.017 0.041 0.192 0.4878 0.0686 2.5019 -0.2840
N -1.178 0.517 0.146 -0.0296 -3.1523 -1.4850 0.2387
O 2.077 -1.032 0.675 -1.3325 1.8627 -3.0263 -0.6210
Cl -2.326 -0.868 -0.255 0.3428 1.1435 0.3226 0.2064
H 1.420 -0.472 -1.196 -0.2460 0.9114 0.0149 0.1972
H -2.481 1.790 0.204 0.1278 0.1570 0.1967 0.3988
H 2.876 -1.309 0.059 -2.3251 0.9378 1.6220 0.5234
```
Forces are in eV/Å.

***

[5]
CH3ClN3S | wB97M-V/def2-TZVPD

Total charge = +1

Structure (XYZ):
```
9
Properties=species:S:1:pos:R:3:forces:R:3:nbo_charge:R:1
C 0.913 0.439 0.058 1.8164 1.3703 1.0123 0.0172
N -1.766 -1.556 0.310 2.4651 -0.4881 0.5112 -0.1607
N 0.207 -0.647 0.105 1.9327 -0.1355 -0.1632 -0.2995
N -1.046 -0.660 0.033 -3.2008 1.6504 -0.9719 0.3084
S 2.610 0.092 -0.225 -1.9044 0.5373 0.2853 0.3231
Cl -1.660 1.085 -0.970 -0.1164 -1.5718 0.9378 -0.0775
H 0.561 1.538 0.385 0.5498 -2.5945 -1.0978 0.2980
H -2.738 -1.656 0.349 -2.0096 0.7384 -0.5158 0.4371
H 2.921 1.365 -0.046 0.4672 0.4935 0.0020 0.1538
```
Forces are in eV/Å.

***

[6]
CH3ClNO | wB97M-V/def2-TZVPD

Total charge = -1

Structure (XYZ):
```
7
Properties=species:S:1:pos:R:3:forces:R:3:nbo_charge:R:1
C -0.728 0.268 -0.015 -1.9684 1.8420 1.5835 0.2945
N 0.419 0.098 0.679 2.7183 0.8368 -0.3810 -0.3984
O -0.746 -0.797 0.844 -0.3351 -0.1698 -0.5379 -0.4054
Cl 2.326 -1.321 -1.417 -0.0253 0.1571 0.1325 -0.9204
H -1.128 0.142 -1.046 0.8364 0.4133 0.7620 0.2037
H -1.447 1.893 0.809 0.6800 -2.5323 -1.6442 -0.1976
H 1.305 -0.284 0.145 -1.9059 -0.5473 0.0850 0.4236
```
Forces are in eV/Å.

***

[7]
CH3ClNO2S | wB97M-V/def2-TZVPD

Total charge = -1

Structure (XYZ):
```
9
Properties=species:S:1:pos:R:3:forces:R:3:nbo_charge:R:1
C -1.613 -0.179 -0.014 -0.4450 1.7693 0.4653 -0.0264
N -0.586 0.294 -0.563 -0.7941 -0.1696 0.2251 -0.6836
O 1.419 -0.236 1.308 0.8583 0.3369 1.4696 -0.9583
O 1.530 0.997 -1.760 -0.1155 -0.3199 0.1741 -1.0608
S 0.613 -0.209 -1.506 0.2441 -0.0497 -1.3671 0.8078
Cl -2.295 -1.845 -0.280 0.2392 0.6079 0.1990 -0.1768
H 1.177 0.166 0.473 -0.0158 0.0388 -0.2924 0.4756
H -2.210 0.567 0.608 0.2784 -1.8147 -0.7088 0.1750
H 1.966 0.445 1.733 -0.2496 -0.3989 -0.1648 0.4475
```
Forces are in eV/Å.

***

[8]
CH3ClO2P | wB97M-V/def2-TZVPD

Total charge = -1

Structure (XYZ):
```
8
Properties=species:S:1:pos:R:3:forces:R:3:nbo_charge:R:1
C -1.677 -0.164 -0.617 0.1243 0.9036 3.5687 -0.6357
O 1.755 -1.172 1.338 -0.6470 0.2805 -0.8408 -1.1182
O 1.468 1.348 1.447 -0.2058 2.0197 0.5338 -1.1233
P 1.273 0.109 0.700 -0.2617 -2.4373 1.4063 1.8010
Cl 2.179 0.292 -1.117 0.6826 0.1367 -1.4428 -0.4246
H -1.889 0.706 0.040 0.0972 -0.8970 -0.5237 0.1731
H -1.623 -0.002 -1.617 0.2992 0.3024 -2.7693 0.1505
H -1.487 -1.118 -0.174 -0.0887 -0.3086 0.0679 0.1772
```
Forces are in eV/Å.

***

One value per record, in order, for maximum force: 0.0617 0.1113 0.0842 0.1160 0.0725 0.0608 0.0383 0.0716 Eh/bohr.
One value per record, in order, for energy above the lowest of the compared OMol25 structures with the same formula, charge and spin: 0.072 4.757 2.791 1.006 1.916 6.884 1.552 3.376 eV.